No. 1
117
Properties=species:S:1:pos:R:3:forces:R:3 method="wB97M-V/def2-TZVPD" fmax_ev_per_a=2.84 charge=+1 gap_ev=9.236
C 2.36373 1.85386 -1.61772 -0.2 -0.2 0.4
C 1.16705 1.02106 -1.17076 0.7 -0.3 0.5
N 0.32156 1.51300 -0.03487 -1.9 0.5 -1.9
C -0.66686 0.56400 -0.02949 2.8 -0.4 0.4
N -1.97882 0.74513 0.13156 -0.7 0.2 0.7
N -0.06854 -0.65931 -0.23693 -1.4 1.0 -1.2
C 1.35841 -0.41780 -0.64668 -0.8 0.6 0.1
C 2.11810 -0.63305 0.67192 0.8 -0.6 -0.7
C 3.61378 -0.39178 0.58881 0.0 0.7 0.5
O 4.08679 0.64764 0.97782 0.1 0.1 0.0
H 2.33419 1.98590 -2.69920 0.0 0.0 0.1
H 2.36525 2.83926 -1.14812 0.0 -0.1 0.0
H 3.29078 1.35266 -1.34355 0.0 0.2 0.0
H 0.43249 0.91903 -1.97972 0.6 0.1 -0.4
H 0.01162 2.47124 -0.22074 -0.1 -0.1 0.7
H -2.44487 0.32944 0.92432 0.0 -0.6 -0.3
H -2.56632 1.20018 -0.56132 0.4 0.4 0.1
H -0.65445 -1.13215 -0.93324 0.0 -0.7 0.5
H 1.65366 -0.98671 -1.52831 0.0 -0.7 0.5
H 1.95777 -1.66987 0.98547 -0.1 0.1 -0.1
H 1.68315 0.01672 1.43035 0.2 0.1 0.0
H 4.31634 -1.15549 0.21129 -0.4 -0.3 -0.2
C 3.20517 1.23259 4.44772 0.0 0.1 0.0
Cl 1.86731 1.75408 5.48446 0.0 -0.1 0.0
Cl 3.21332 -0.52370 4.22292 0.0 0.0 0.0
H 3.10532 1.70615 3.47726 0.0 0.0 0.0
H 4.13851 1.52694 4.91260 0.0 -0.1 0.1
C 0.65114 3.89014 2.80195 0.0 -0.3 0.2
Cl 0.38116 4.45747 1.14862 0.0 0.1 -0.1
Cl 2.20390 4.43102 3.42845 0.2 -0.1 -0.1
H -0.14066 4.27595 3.43440 0.0 0.1 -0.1
H 0.63710 2.80453 2.80310 0.0 0.0 -0.1
C -2.32088 4.08915 -1.78456 0.1 -0.1 -0.2
Cl -2.90936 2.57725 -2.49457 0.1 0.2 0.0
Cl -0.64087 4.40272 -2.23641 0.1 0.0 0.0
H -2.93921 4.90992 -2.12882 0.0 0.0 -0.1
H -2.38153 4.00695 -0.71009 0.0 -0.2 -0.1
C 5.29733 -0.28274 -3.17019 0.2 0.1 0.0
Cl 5.48815 0.83643 -4.51693 0.0 0.0 0.0
Cl 3.82073 -1.25279 -3.34202 0.0 -0.1 0.1
H 6.14841 -0.95519 -3.14546 0.0 0.0 -0.1
H 5.24247 0.28647 -2.24848 -0.1 0.0 0.0
C -0.92516 -3.49202 -2.63998 0.1 -0.2 0.0
Cl -2.24948 -2.33600 -2.40559 0.1 0.2 -0.2
Cl -1.32540 -4.69296 -3.86222 0.0 0.0 0.0
H -0.04082 -2.94937 -2.95942 -0.1 0.0 -0.1
H -0.74242 -3.99923 -1.69730 -0.1 0.0 0.0
C 0.72141 8.31867 4.25473 0.0 0.0 0.1
Cl -0.66401 9.39727 4.44604 0.1 0.1 0.1
Cl 0.41126 7.08555 3.02434 -0.1 0.4 0.0
H 1.58141 8.90506 3.95344 0.0 0.0 -0.1
H 0.91494 7.82450 5.19981 -0.1 0.0 0.0
C -3.10308 -3.87178 1.40656 -0.1 -0.2 0.1
Cl -3.52369 -4.81842 -0.02162 0.0 0.1 0.2
Cl -2.21481 -2.40102 0.96085 -0.2 -0.1 0.2
H -4.01135 -3.58699 1.92468 0.0 0.1 -0.1
H -2.47116 -4.46895 2.05507 0.1 0.1 -0.1
C 6.61056 -2.29470 -6.26147 -0.2 0.0 0.1
Cl 6.50849 -2.38767 -8.02112 0.1 0.0 -0.1
Cl 8.21596 -1.78778 -5.71634 -0.1 0.0 0.1
H 5.88140 -1.57091 -5.91361 0.1 0.1 -0.1
H 6.39743 -3.27360 -5.84738 0.1 0.0 -0.1
C 0.91041 -3.48575 4.48721 0.1 -0.1 0.1
Cl 0.01778 -3.01072 3.03140 0.1 0.1 0.2
Cl 1.51636 -5.14174 4.36477 0.1 0.0 -0.1
H 1.75110 -2.81466 4.61661 0.0 0.0 -0.1
H 0.24499 -3.42033 5.33968 0.0 -0.1 -0.1
C -1.21816 1.45054 -5.91269 0.1 0.2 -0.1
Cl -0.75211 0.45307 -4.52336 0.2 -0.1 0.1
Cl 0.12497 2.45366 -6.46602 0.0 0.0 0.0
H -1.52210 0.79979 -6.72305 0.1 -0.1 0.0
H -2.03674 2.09493 -5.61579 0.0 0.0 0.1
C -5.24960 -0.20113 -4.44714 0.0 -0.1 -0.1
Cl -4.83959 0.25038 -2.78614 -0.4 -0.3 0.1
Cl -3.77145 -0.43910 -5.38488 -0.4 -0.1 -0.2
H -5.81448 -1.12592 -4.44167 0.1 0.0 0.1
H -5.83578 0.59765 -4.88599 0.1 0.1 0.0
C -0.85506 -0.14188 7.41804 0.0 0.0 0.1
Cl -2.55711 0.28362 7.61898 0.0 0.0 0.0
Cl -0.57069 -0.95719 5.87483 0.0 0.1 0.0
H -0.26272 0.76538 7.44581 0.0 0.0 -0.1
H -0.56243 -0.80702 8.22180 -0.1 -0.1 0.0
C -3.41997 7.43961 0.78240 -0.1 0.2 0.0
Cl -4.33037 7.78245 -0.69180 0.0 0.0 0.0
Cl -2.67950 5.82946 0.72437 0.0 0.4 0.5
H -2.63156 8.17569 0.89011 0.1 -0.1 -0.1
H -4.09281 7.48028 1.63063 0.0 -0.1 -0.1
C -6.45538 0.68207 6.87400 0.0 0.1 0.1
Cl -6.17619 -0.26070 5.40297 0.1 0.0 0.0
Cl -7.80198 0.04190 7.81763 0.0 0.0 0.0
H -5.55853 0.64871 7.48132 0.0 -0.1 0.0
H -6.68196 1.70360 6.59223 -0.1 0.0 -0.1
C 8.35846 -5.98600 -5.44945 0.1 0.0 -0.1
Cl 7.08239 -5.36743 -4.38614 0.0 0.0 0.1
Cl 8.29664 -7.74331 -5.58755 0.0 0.0 0.0
H 8.22813 -5.55249 -6.43461 -0.1 0.0 0.0
H 9.31858 -5.70006 -5.03677 0.0 0.0 0.1
C -5.67379 -7.74692 -2.06618 -0.1 -0.1 0.1
Cl -6.07748 -8.71777 -3.48337 0.0 0.0 0.0
Cl -4.80022 -6.27190 -2.50836 0.0 0.0 -0.1
H -6.59139 -7.46728 -1.56216 0.0 0.1 -0.1
H -5.04601 -8.33560 -1.40753 0.1 0.0 -0.1
C 1.46121 -7.75045 7.04563 0.1 0.0 0.0
Cl 0.17189 -7.19882 8.12254 0.0 0.1 0.0
Cl 1.43016 -9.50335 6.83008 0.0 0.0 0.0
H 1.32889 -7.27853 6.08011 -0.1 -0.1 0.0
H 2.41625 -7.46839 7.47341 0.0 -0.1 0.1
C 2.87150 -2.36196 -9.58330 0.1 -0.1 -0.1
Cl 1.92896 -1.38833 -10.71560 0.0 0.0 0.0
Cl 2.85081 -1.67626 -7.95380 0.0 0.0 0.1
H 2.44867 -3.35884 -9.54489 -0.1 0.0 0.0
H 3.89877 -2.40081 -9.92709 0.0 0.1 0.0
C -5.58603 8.87920 4.35796 -0.1 0.1 0.0
Cl -6.22112 7.46149 3.51103 -0.1 0.0 0.0
Cl -3.88148 9.15237 3.97584 -0.1 0.0 0.1
H -6.15574 9.74950 4.05431 0.0 0.0 -0.1
H -5.68119 8.71938 5.42535 0.1 -0.1 0.0

***

No. 2
83
Properties=species:S:1:pos:R:3:forces:R:3 method="wB97M-V/def2-TZVPD" multiplicity=3 fmax_ev_per_a=3.56 gap_ev="5.121 / 4.610"
Mo 0.13118 0.15364 -0.06719 -1.5 -1.6 -0.6
C -1.56184 -1.16046 -1.64124 -0.6 -0.7 0.3
C -1.91244 0.20487 -1.58238 0.5 -0.3 -0.3
C -0.75735 0.91533 -2.07238 0.2 0.1 -0.6
Si -3.63707 0.75251 -1.08086 0.3 0.3 0.7
C 0.26067 -0.03261 -2.38065 -0.1 0.4 -0.6
C -0.23963 -1.35379 -2.09229 -0.4 0.5 0.0
Si 0.47522 -3.07510 -2.32310 0.4 0.1 0.5
H -2.26483 -1.98542 -1.42789 0.6 0.6 0.1
H -0.74794 1.96577 -2.36063 0.2 -0.2 0.3
H 1.16963 0.17998 -2.94288 -0.2 0.1 0.4
Cl 3.72756 3.29606 2.13403 -0.1 -0.1 -0.1
C -0.86395 -4.36599 -2.33285 -0.4 0.0 -0.1
C 1.50970 -3.23448 -3.86109 0.1 0.0 -0.5
C -4.83341 -0.67142 -1.12197 0.0 -0.3 -0.1
C -4.28936 2.15515 -2.11454 -0.2 0.2 -0.4
H 0.83940 -3.44186 -4.71466 0.3 0.1 0.2
H 2.21126 -4.08391 -3.78207 -0.3 0.3 0.0
H 2.09018 -2.33218 -4.10667 -0.2 -0.3 0.1
H -1.42598 -4.36549 -1.38655 0.2 -0.1 -0.3
H -0.43010 -5.36924 -2.47662 -0.1 0.3 0.1
H -1.57679 -4.18163 -3.15180 0.2 -0.1 0.2
H -4.70601 1.73883 -3.04909 0.1 0.2 0.3
H -3.52908 2.90086 -2.39267 -0.3 -0.2 0.1
H -5.11100 2.68017 -1.59565 0.3 -0.2 -0.2
H -4.89780 -1.09565 -2.13621 -0.1 0.1 0.3
H -5.84095 -0.33582 -0.82619 0.3 -0.1 -0.1
H -4.52131 -1.47381 -0.43615 -0.1 0.2 -0.2
C 1.48067 -3.25844 -0.74010 0.0 -0.6 0.1
C -3.34090 1.24679 0.71831 -0.5 -0.1 0.3
P 2.15735 -1.67257 -0.16555 0.5 0.1 0.3
H 2.28017 -4.00557 -0.87605 -0.2 0.2 0.2
H 0.80246 -3.64988 0.04213 0.2 0.2 -0.2
P -1.66652 1.89887 1.00496 0.0 0.8 -0.2
H -3.46249 0.33462 1.33176 0.1 0.2 -0.2
H -4.11571 1.95805 1.04869 0.3 -0.2 0.1
C -1.61733 2.49725 2.78052 -0.3 -0.7 0.2
C -1.73910 3.54919 0.10136 0.2 -0.4 -0.1
C 3.45545 -1.29886 -1.46022 -0.4 0.1 0.1
C 3.19458 -2.06885 1.36309 0.4 0.1 -0.1
C 2.49684 -1.70777 2.66177 0.7 -0.2 -1.0
H 4.04085 -1.38269 1.24850 0.2 -0.2 -0.1
C 3.65256 -3.51038 1.48235 0.3 -0.4 -0.2
H 2.79712 -4.18050 1.66651 0.2 0.2 -0.1
H 4.28994 -3.56036 2.37907 -0.1 -0.1 -0.3
H 4.22291 -3.88961 0.62530 -0.1 0.0 0.2
H 2.34451 -0.63236 2.54680 -0.9 -0.3 0.6
H 3.09868 -1.82639 3.57295 0.3 -0.2 -0.5
H 1.65281 -2.41479 2.75581 0.3 1.0 0.0
H 2.89952 -1.28781 -2.40668 0.0 0.0 0.1
C 4.55312 -2.35073 -1.58050 0.4 -0.2 -0.2
C 4.05950 0.08892 -1.24544 0.2 0.3 0.0
H 4.20011 -3.37738 -1.71038 -0.1 0.1 0.1
H 5.24128 -2.33392 -0.72936 -0.2 0.1 0.0
H 5.15645 -2.12747 -2.46825 -0.1 0.0 0.1
H 3.35466 0.90689 -1.42016 0.0 -0.2 0.1
H 4.89682 0.23934 -1.93738 -0.1 -0.1 0.1
H 4.45000 0.23063 -0.23127 0.0 0.0 -0.1
H -2.00636 3.30237 -0.93655 0.1 0.0 0.2
C -0.36374 4.21957 0.09045 0.3 0.2 -0.1
C -2.79982 4.51134 0.63253 -0.2 0.3 0.0
H -3.80981 4.09620 0.69614 0.2 -0.1 0.0
H -2.87150 5.36952 -0.04642 0.1 -0.1 0.1
H -2.53993 4.91743 1.61566 0.0 -0.1 -0.1
H 0.38138 3.68228 -0.50390 -0.2 0.0 0.1
H 0.06460 4.32701 1.09342 -0.1 0.0 -0.1
H -0.44343 5.22751 -0.33533 0.0 -0.1 0.1
C -0.93231 1.51748 3.68532 0.2 -0.3 -0.5
C -2.95354 2.68286 3.44158 -1.2 0.7 0.3
H -1.00048 3.37827 2.73695 0.0 0.7 0.0
H -3.51750 1.73261 3.54136 0.4 0.4 -0.2
H -3.61115 3.41408 2.96480 0.0 -0.1 0.1
H -2.74832 3.00755 4.47655 -0.2 0.1 -0.4
H -1.63653 0.66019 3.82681 1.2 0.2 -0.5
H -0.75021 1.81743 4.70596 -0.1 0.8 0.3
H 0.06285 1.41362 3.24485 -0.2 -1.0 0.4
C 1.56204 1.44676 0.62824 0.7 0.7 0.1
H 1.88713 2.05998 -0.23588 0.0 -0.1 0.5
H 1.21821 2.13615 1.41926 0.3 -0.2 -0.3
H 2.45811 0.95815 1.04597 -0.3 0.3 -0.1
Se 0.45469 -1.10495 4.55453 -1.3 0.1 0.5
C -0.06419 -0.80157 2.88655 0.9 -1.5 3.1
N -0.14444 -0.77034 1.73482 -0.8 0.5 -2.3